Record 1
The following is a quantum chemistry calculation of C19H40CaNO10S2 as an isolated structure at a distorted geometry, from the Open Molecules 2025 dataset.

Geometry as ORCA input:
```
! wB97M-V def2-TZVPD RIJCOSX def2/J DEFGRID3
* xyz 0 2
Ca 17.17 -18.68 25.16
C 19.59 -22.22 24.64
C 18.54 -21.08 24.71
O 18.44 -20.33 23.73
O 18.12 -20.76 25.86
H 20.47 -21.98 24.05
H 19.06 -23.00 24.09
H 19.88 -22.65 25.60
C 17.18 -14.61 26.93
C 16.17 -15.38 26.22
O 15.00 -14.92 26.02
O 16.42 -16.54 25.92
H 17.94 -14.25 26.24
H 17.71 -15.19 27.69
H 16.77 -13.79 27.52
C 15.26 -20.81 23.47
C 14.25 -19.60 23.71
C 12.96 -20.07 24.41
O 14.86 -18.53 24.34
H 16.01 -20.69 22.69
H 14.69 -21.65 23.08
H 15.74 -21.25 24.34
H 13.82 -19.41 22.73
H 13.00 -20.12 25.50
H 12.46 -20.96 24.04
H 12.30 -19.21 24.31
C 17.03 -17.53 21.47
C 18.38 -17.55 22.06
C 19.27 -16.69 21.22
O 20.45 -16.72 22.02
C 21.61 -16.07 21.38
N 18.24 -17.20 23.44
H 16.44 -18.21 22.09
H 17.03 -17.73 20.40
H 16.49 -16.58 21.57
H 18.90 -18.51 22.09
H 18.89 -15.67 21.23
H 19.41 -17.02 20.20
H 22.42 -16.52 21.95
H 21.56 -14.98 21.28
H 21.92 -16.46 20.41
H 19.17 -16.90 23.70
H 17.89 -16.25 23.35
C 17.14 -17.85 29.73
C 17.36 -19.30 30.16
C 16.27 -20.29 29.63
S 15.31 -19.36 28.31
O 13.90 -19.75 28.47
O 15.90 -19.32 26.97
C 15.68 -17.73 29.24
H 17.65 -17.53 28.82
H 17.48 -17.15 30.50
H 17.33 -19.51 31.23
H 18.37 -19.40 29.78
H 15.66 -20.35 30.53
H 16.51 -21.26 29.20
H 14.92 -17.68 30.02
H 15.40 -16.91 28.58
C 22.19 -20.08 25.99
C 21.41 -20.09 27.29
C 21.46 -18.55 27.70
S 20.79 -17.59 26.37
O 21.46 -16.28 26.53
O 19.32 -17.75 26.22
C 21.77 -18.80 25.19
H 22.08 -20.98 25.39
H 23.23 -19.94 26.29
H 21.88 -20.68 28.08
H 20.36 -20.35 27.16
H 22.49 -18.27 27.93
H 20.81 -18.17 28.49
H 22.63 -18.28 24.75
H 20.97 -18.81 24.45
*
```

The largest force on an atom is 5.1 eV Å⁻¹. The expectation value of S² is 0.754. The value obtained for the gap between HOMO and LUMO (spin up / spin down) is 7.546 / 5.030 eV. For the calculated total energy, the calculation gives -3029.05245 a.u. As for the lowest unoccupied orbital energy (spin up / spin down): 0.31 / -2.21 eV.

Atom charges from the Löwdin analysis, given in e for atoms 1 to 8: atom 1 (Ca): 1.414, atom 2 (C): -0.007, atom 3 (C): -0.751, atom 4 (O): -0.100, atom 5 (O): -0.154, atom 6 (H): 0.068, atom 7 (H): 0.073, atom 8 (H): 0.073

---

Record 2
The following is a quantum chemistry calculation of C19H40GdNP3S as an isolated structure at a distorted geometry, from the Open Molecules 2025 dataset.

Geometry as ORCA input:
```
! wB97M-V def2-TZVPD RIJCOSX def2/J DEFGRID3
* xyz 3 8
Gd -0.23 0.94 -1.24
P -0.47 -1.71 -2.16
P 2.65 -0.39 0.00
P -2.93 1.20 -0.89
H 3.44 3.58 -0.20
C 2.48 4.05 0.09
C 1.71 3.51 1.05
H 2.10 2.71 1.69
C 0.06 -1.48 -3.89
C 0.37 -3.25 -1.67
C -2.19 -2.29 -2.24
C 3.93 0.32 1.12
C 2.72 -2.10 0.70
C 3.56 -0.64 -1.58
C -3.46 2.70 0.01
C -4.10 -0.04 -0.25
C -3.50 1.43 -2.64
H 2.15 4.91 -0.51
H 0.62 3.71 1.17
H -0.11 -2.38 -4.49
H 1.14 -1.23 -3.92
H -0.49 -0.64 -4.34
H -0.03 -4.12 -2.21
H 0.20 -3.42 -0.60
H 1.44 -3.19 -1.87
H -2.27 -3.27 -2.73
H -2.84 -1.58 -2.76
H -2.56 -2.41 -1.21
H 4.93 0.26 0.65
H 3.95 -0.25 2.07
H 3.68 1.36 1.36
H 3.74 -2.50 0.65
H 2.04 -2.78 0.17
H 2.40 -2.07 1.75
H 4.61 -0.92 -1.42
H 3.52 0.31 -2.14
H 3.06 -1.40 -2.19
H -4.17 3.28 -0.59
H -2.59 3.35 0.20
H -3.91 2.40 0.96
H -5.11 0.12 -0.68
H -4.13 0.07 0.84
H -3.76 -1.04 -0.52
H -4.51 1.86 -2.64
H -3.53 0.47 -3.16
H -2.84 2.13 -3.18
C -0.70 4.86 -2.70
C -1.04 4.95 -4.07
C -0.97 6.19 -4.72
C -0.62 7.35 -4.00
C -0.41 7.28 -2.63
C -0.46 6.05 -1.98
S -0.64 3.34 -1.81
H -0.28 2.31 -2.85
H -1.32 4.06 -4.64
H -1.21 6.25 -5.79
H -0.53 8.29 -4.54
H -0.17 8.18 -2.10
H -0.31 6.00 -0.91
C -0.33 -1.71 2.78
C -0.35 -0.96 1.58
N -0.37 -0.22 0.66
H 0.32 -1.20 3.52
H 0.04 -2.73 2.60
H -1.36 -1.78 3.18
*
```

The largest force on an atom is 4.7 eV Å⁻¹. The expectation value of S² is 16.071. The value obtained for the gap between HOMO and LUMO (spin up / spin down) is 6.711 / 4.904 eV. For the calculated total energy, the calculation gives -2989.57541 a.u. As for the lowest unoccupied orbital energy (spin up / spin down): -10.27 / -12.10 eV.

Atom charges from the Löwdin analysis, given in e for atoms 1 to 8: atom 1 (Gd): 0.922, atom 2 (P): 0.718, atom 3 (P): 0.772, atom 4 (P): 0.717, atom 5 (H): 0.067, atom 6 (C): -0.050, atom 7 (C): -0.103, atom 8 (H): 0.034

---

Record 3
The following is a quantum chemistry calculation of C19H40IrP2 as an isolated structure at a distorted geometry, from the Open Molecules 2025 dataset.

Geometry as ORCA input:
```
! wB97M-V def2-TZVPD RIJCOSX def2/J DEFGRID3
* xyz 2 6
P 1.27 -0.03 -1.61
P 2.30 2.20 0.08
C 1.88 1.46 -2.53
C 2.96 2.10 -1.66
H 1.02 2.15 -2.67
H 2.25 1.17 -3.52
H 3.88 1.48 -1.69
H 3.25 3.11 -1.95
C 1.18 3.63 -0.17
H 0.94 4.11 0.78
H 0.24 3.31 -0.64
H 1.68 4.35 -0.84
C 3.67 2.88 1.05
H 3.58 3.97 1.09
H 4.60 2.59 0.57
H 3.72 2.53 2.08
C -0.15 -0.52 -2.61
H -0.12 -1.60 -2.79
H -0.15 0.02 -3.57
H -1.08 -0.30 -2.09
C 2.47 -1.39 -1.93
H 3.47 -1.14 -1.56
H 2.53 -1.61 -3.01
H 2.09 -2.28 -1.41
Ir 1.20 0.50 0.39
C -3.28 -0.87 -1.46
C -4.19 -1.67 -2.01
C -4.78 -2.89 -1.31
C -3.84 -4.10 -1.13
C -2.56 -4.10 -1.91
C -1.51 -3.37 -1.53
C -1.54 -2.51 -0.30
C -2.42 -1.21 -0.27
C 2.08 -0.82 1.71
H -3.18 0.16 -1.81
H -4.64 -1.47 -2.98
H -5.67 -3.23 -1.87
H -5.12 -2.58 -0.31
H -3.60 -4.15 -0.06
H -4.40 -5.00 -1.43
H -2.52 -4.78 -2.76
H -0.55 -3.43 -2.05
H -0.51 -2.19 -0.05
H -1.89 -3.12 0.55
H -3.07 -1.28 0.62
H -1.76 -0.33 -0.12
H 3.09 -0.47 1.96
H 2.17 -1.79 1.20
H 1.46 -0.95 2.62
C 1.66 2.19 3.73
C 0.42 1.38 3.38
C -0.77 1.84 4.21
C 0.01 1.42 1.88
H 1.43 3.26 3.86
H 2.43 2.09 2.97
H 2.08 1.82 4.67
H 0.62 0.34 3.62
H -1.03 2.87 3.97
H -1.63 1.19 4.03
H -0.52 1.78 5.28
H -0.90 0.83 1.75
H -0.25 2.44 1.56
*
```

The largest force on an atom is 6.8 eV Å⁻¹. The expectation value of S² is 8.761. The value obtained for the gap between HOMO and LUMO (spin up / spin down) is 6.213 / 4.696 eV. For the calculated total energy, the calculation gives -1534.07273 a.u. As for the lowest unoccupied orbital energy (spin up / spin down): -5.96 / -10.61 eV.

Atom charges from the natural (NBO) analysis, given in e for atoms 1 to 8: atom 1 (P): 1.039, atom 2 (P): 1.006, atom 3 (C): -0.712, atom 4 (C): -0.683, atom 5 (H): 0.253, atom 6 (H): 0.263, atom 7 (H): 0.251, atom 8 (H): 0.260

---

Record 4
The following is a quantum chemistry calculation of C19H40OP2Pt as an isolated structure at a distorted geometry, from the Open Molecules 2025 dataset.

Geometry as ORCA input:
```
! wB97M-V def2-TZVPD RIJCOSX def2/J DEFGRID3
* xyz 0 3
P -0.09 0.06 -2.60
P -0.61 0.43 2.05
C -0.48 -1.04 -0.32
C -1.08 -1.08 1.04
H 0.52 -1.43 -0.47
H -1.20 -1.36 -1.10
H -2.15 -1.29 0.90
H -0.58 -1.88 1.57
C 0.76 -0.03 3.28
H 0.68 0.75 4.07
H 1.76 0.03 2.77
H 0.61 -1.05 3.74
C -2.17 0.68 2.96
H -2.42 -0.17 3.61
H -2.98 0.81 2.24
H -2.07 1.58 3.58
C 1.49 0.62 -3.18
H 1.57 1.70 -3.03
H 1.46 0.36 -4.25
H 2.30 0.19 -2.60
C -1.89 0.01 -3.00
H -2.60 -0.29 -2.19
H -1.94 -0.70 -3.85
H -2.20 1.02 -3.35
Pt 0.32 0.70 -0.34
C -0.01 -3.45 -0.09
C 1.15 -3.19 0.58
C 2.47 -3.63 0.09
C 2.64 -3.40 -1.45
C 2.04 -2.14 -1.91
C 0.84 -1.93 -2.56
C -0.25 -3.05 -2.59
C -0.21 -4.06 -1.42
C 0.42 2.55 -1.20
H -0.99 -3.35 0.39
H 1.16 -2.76 1.61
H 2.62 -4.70 0.32
H 3.25 -3.09 0.64
H 3.72 -3.42 -1.67
H 2.15 -4.24 -1.96
H 2.72 -1.33 -1.73
H 0.87 -1.43 -3.60
H -0.24 -3.58 -3.58
H -1.22 -2.52 -2.63
H -1.20 -4.55 -1.42
H 0.55 -4.82 -1.63
H -0.61 2.91 -1.06
H 0.63 2.49 -2.26
H 1.16 3.07 -0.60
C -0.48 3.71 3.36
C -0.52 3.48 1.86
C -1.98 3.49 1.41
C 0.07 4.77 1.33
O 0.09 2.22 1.49
H -1.04 4.64 3.55
H 0.55 3.89 3.68
H -0.93 2.91 3.95
H -2.46 4.39 1.83
H -2.07 3.52 0.31
H -2.53 2.61 1.75
H 1.04 4.96 1.77
H 0.15 4.79 0.25
H -0.57 5.60 1.63
*
```

The largest force on an atom is 7.7 eV Å⁻¹. The expectation value of S² is 2.078. The value obtained for the gap between HOMO and LUMO (spin up / spin down) is 5.262 / 4.689 eV. For the calculated total energy, the calculation gives -1624.69776 a.u. As for the lowest unoccupied orbital energy (spin up / spin down): 0.16 / -0.03 eV.

Atom charges from the natural (NBO) analysis, given in e for atoms 1 to 8: atom 1 (P): 0.996, atom 2 (P): 1.357, atom 3 (C): -0.797, atom 4 (C): -0.793, atom 5 (H): 0.308, atom 6 (H): 0.171, atom 7 (H): 0.206, atom 8 (H): 0.211

---

What did the fourth record say?
The following is a quantum chemistry calculation of C19H40OP2Pt as an isolated structure at a distorted geometry, from the Open Molecules 2025 dataset.

Geometry as ORCA input:
```
! wB97M-V def2-TZVPD RIJCOSX def2/J DEFGRID3
* xyz 0 3
P -0.09 0.06 -2.60
P -0.61 0.43 2.05
C -0.48 -1.04 -0.32
C -1.08 -1.08 1.04
H 0.52 -1.43 -0.47
H -1.20 -1.36 -1.10
H -2.15 -1.29 0.90
H -0.58 -1.88 1.57
C 0.76 -0.03 3.28
H 0.68 0.75 4.07
H 1.76 0.03 2.77
H 0.61 -1.05 3.74
C -2.17 0.68 2.96
H -2.42 -0.17 3.61
H -2.98 0.81 2.24
H -2.07 1.58 3.58
C 1.49 0.62 -3.18
H 1.57 1.70 -3.03
H 1.46 0.36 -4.25
H 2.30 0.19 -2.60
C -1.89 0.01 -3.00
H -2.60 -0.29 -2.19
H -1.94 -0.70 -3.85
H -2.20 1.02 -3.35
Pt 0.32 0.70 -0.34
C -0.01 -3.45 -0.09
C 1.15 -3.19 0.58
C 2.47 -3.63 0.09
C 2.64 -3.40 -1.45
C 2.04 -2.14 -1.91
C 0.84 -1.93 -2.56
C -0.25 -3.05 -2.59
C -0.21 -4.06 -1.42
C 0.42 2.55 -1.20
H -0.99 -3.35 0.39
H 1.16 -2.76 1.61
H 2.62 -4.70 0.32
H 3.25 -3.09 0.64
H 3.72 -3.42 -1.67
H 2.15 -4.24 -1.96
H 2.72 -1.33 -1.73
H 0.87 -1.43 -3.60
H -0.24 -3.58 -3.58
H -1.22 -2.52 -2.63
H -1.20 -4.55 -1.42
H 0.55 -4.82 -1.63
H -0.61 2.91 -1.06
H 0.63 2.49 -2.26
H 1.16 3.07 -0.60
C -0.48 3.71 3.36
C -0.52 3.48 1.86
C -1.98 3.49 1.41
C 0.07 4.77 1.33
O 0.09 2.22 1.49
H -1.04 4.64 3.55
H 0.55 3.89 3.68
H -0.93 2.91 3.95
H -2.46 4.39 1.83
H -2.07 3.52 0.31
H -2.53 2.61 1.75
H 1.04 4.96 1.77
H 0.15 4.79 0.25
H -0.57 5.60 1.63
*
```

The largest force on an atom is 7.7 eV Å⁻¹. The expectation value of S² is 2.078. The value obtained for the gap between HOMO and LUMO (spin up / spin down) is 5.262 / 4.689 eV. For the calculated total energy, the calculation gives -1624.69776 a.u. As for the lowest unoccupied orbital energy (spin up / spin down): 0.16 / -0.03 eV.

Atom charges from the natural (NBO) analysis, given in e for atoms 1 to 8: atom 1 (P): 0.996, atom 2 (P): 1.357, atom 3 (C): -0.797, atom 4 (C): -0.793, atom 5 (H): 0.308, atom 6 (H): 0.171, atom 7 (H): 0.206, atom 8 (H): 0.211